Here is a structure of composition C24H19F10N3V from OMol25. Energies are from ωB97M-V/def2-TZVPD.

The frontier orbital gap (alpha / beta) is 7.27 / 7.65 eV. The LUMO energy (alpha / beta) comes out at -3.731 / -3.441 eV. The charge is +1. Its spin multiplicity is 3.

Each line ends with the Löwdin spin population.
Positions of all 57 atoms, in Å:
V  0.1732  0.5809  0.2820  2.005
C  -2.3144  1.5068  2.0129  0.002
N  -0.8332  1.8986  1.6417  -0.013
C  -0.8559  3.1407  0.8518  0.009
C  -1.6001  2.7323  -0.5017  0.003
N  -1.2538  1.3490  -0.8392  -0.018
C  -1.6763  0.8011  -1.9904  0.001
C  -2.3458  1.4483  -3.0243  -0.001
F  -2.6849  2.7620  -2.9333  0.000
C  -2.8067  0.7235  -4.1294  0.000
F  -3.2638  1.3743  -5.1749  0.000
C  -2.6454  -0.6885  -4.2238  -0.002
F  -2.9353  -1.2592  -5.3827  0.000
C  -2.0587  -1.3958  -3.1562  0.001
F  -2.0666  -2.7088  -3.1743  0.000
C  -1.4980  -0.5747  -2.1650  0.000
F  -0.9761  -1.2187  -1.0513  0.020
C  0.0699  2.0051  2.8557  0.005
C  0.6161  0.5890  3.1733  0.002
N  0.5949  -0.2532  1.9339  -0.037
C  0.7394  -1.6507  2.1245  0.003
C  -0.3535  -2.5262  1.9737  0.001
F  -1.5611  -1.9987  1.9456  0.000
C  -0.2213  -3.8798  2.1098  0.000
F  -1.3142  -4.6202  2.1650  0.000
C  1.0238  -4.3891  2.2692  0.000
F  1.2748  -5.7031  2.2070  0.000
C  2.1331  -3.5882  2.3884  0.000
F  3.3310  -4.1908  2.4049  0.000
C  1.9704  -2.2096  2.3199  -0.001
F  3.0269  -1.4128  2.4359  0.000
H  -2.8597  2.4237  2.0759  0.000
H  -2.3169  1.0068  2.9707  0.000
H  -2.6950  0.7927  1.3082  0.000
H  0.1763  3.4329  0.6082  0.002
H  -1.2493  3.9545  1.4451  0.001
H  -1.1757  3.5027  -1.2395  -0.001
H  -2.7000  2.9527  -0.4625  0.000
H  -0.4112  2.4052  3.7376  0.001
H  0.8296  2.7422  2.5756  0.001
H  -0.0674  0.1030  3.8991  -0.001
H  1.6545  0.6710  3.5890  -0.001
C  1.7337  -1.8685  -2.5218  0.001
C  1.9961  -0.5935  -1.7471  0.005
C  1.5554  0.6353  -2.2252  0.000
C  1.8001  1.7589  -1.4271  0.004
C  2.4090  1.6697  -0.1925  0.001
C  2.7989  0.4597  0.3158  0.001
C  2.5346  -0.6744  -0.4586  0.002
H  1.0095  -1.7808  -3.3777  0.000
H  1.3743  -2.6843  -1.8566  0.000
H  2.6355  -2.3940  -2.8801  0.000
H  0.8825  0.7222  -3.1033  0.000
H  1.5701  2.7550  -1.8297  0.000
H  2.5729  2.5670  0.3293  0.001
H  3.4391  0.4115  1.1637  0.000
H  2.8147  -1.6145  -0.0452  0.000

Here is a structure of composition C24H19F9MgO14 from OMol25. Energies are from ωB97M-V/def2-TZVPD.

The frontier orbital gap is 4.76 eV. The LUMO energy comes out at 3.429 eV. The charge is -2.

Each line ends with the natural charge from an NBO analysis.
Positions of all 67 atoms, in Å:
Mg  0.2650  0.6932  0.1552  1.792
C  0.8375  4.8659  -0.2059  -0.470
C  0.8566  5.9079  0.8013  0.444
C  0.6401  5.5205  2.3619  0.439
O  0.6757  6.5757  3.0341  -0.639
C  0.4126  4.1686  2.6544  -0.536
C  0.4262  3.2145  1.6505  0.420
C  0.6367  3.6430  0.1903  0.327
O  0.5135  2.7496  -0.7371  -0.836
O  0.3067  1.9772  2.0072  -0.847
O  0.8538  7.0977  0.5435  -0.611
H  1.0122  5.0851  -1.2489  0.214
H  0.2098  3.8988  3.6804  0.194
C  -0.0849  -1.4506  -5.1423  -0.518
C  -0.1226  -2.9153  -5.0057  0.392
C  0.2269  -3.5256  -3.6474  0.450
O  0.7584  -4.6010  -3.8831  -0.583
C  0.3735  -2.5498  -2.5558  -0.541
C  0.5059  -1.2234  -2.7049  0.415
C  0.2028  -0.6584  -4.1183  0.369
O  0.4732  0.5474  -4.3916  -0.695
O  0.5135  -0.4910  -1.6320  -0.909
O  -0.1175  -3.7577  -5.9722  -0.684
H  -0.3217  -1.0788  -6.1282  0.203
H  0.6651  -2.9599  -1.6002  0.159
C  -4.3385  1.2437  2.4834  -0.633
C  -3.8989  2.2429  1.4381  -0.089
O  -4.0190  1.6368  0.1744  -0.465
C  -2.9322  1.0023  -0.4195  0.749
O  -1.7177  1.0056  -0.0022  -0.641
C  -3.2713  0.0948  -1.6511  0.909
F  -3.1877  -1.1926  -1.3581  -0.295
F  -4.5128  0.3446  -2.1945  -0.330
F  -2.4527  0.3674  -2.6642  -0.265
H  -3.6427  0.4111  2.5868  0.213
H  -5.3276  0.8016  2.3639  0.208
H  -4.4665  1.7309  3.4500  0.221
H  -2.9271  2.6788  1.6698  0.236
H  -4.5697  3.1017  1.4126  0.195
C  -1.1388  -4.6575  0.4268  -0.642
C  -1.6391  -3.1968  0.5962  -0.111
O  -1.3669  -2.7651  1.9158  -0.476
C  -0.7606  -1.5669  2.1666  0.735
O  -0.3123  -0.8480  1.3016  -0.618
C  -0.6967  -1.2623  3.6246  0.901
F  -0.5470  -2.3798  4.2140  -0.287
F  0.4625  -0.6157  3.8507  -0.299
F  -1.7392  -0.5624  4.0390  -0.290
H  -0.2677  -4.8786  1.0435  0.214
H  -0.7350  -4.8535  -0.5665  0.250
H  -1.9239  -5.3994  0.5726  0.202
H  -2.7216  -3.2356  0.4752  0.187
H  -1.2369  -2.6291  -0.2429  0.253
C  4.1846  -1.8287  -1.6414  -0.660
C  3.7694  -1.8846  -0.2090  -0.077
O  4.2564  -0.8182  0.5630  -0.482
C  3.4223  0.2864  0.8050  0.752
O  2.2268  0.3877  0.5108  -0.620
C  4.1754  1.4149  1.5752  0.906
F  4.7404  2.2190  0.7285  -0.286
F  3.3510  2.0738  2.3863  -0.281
F  5.1579  0.9089  2.3327  -0.322
H  3.8782  -2.6506  -2.2885  0.253
H  5.2469  -1.6395  -1.7956  0.206
H  3.5690  -1.0218  -2.0389  0.245
H  4.4421  -2.6272  0.2200  0.174
H  2.7481  -2.1731  0.0396  0.211

Here is a structure of composition C24H19F9O14Zr from OMol25. Energies are from ωB97M-V/def2-TZVPD.

The frontier orbital gap is 5.93 eV. The LUMO energy comes out at -2.315 eV.

Each line ends with the natural charge from an NBO analysis.
Positions of all 67 atoms, in Å:
Zr  0.2425  0.8939  -0.1580  2.392
C  -2.5049  -1.8161  1.8627  -0.395
C  -1.7015  -0.8064  1.4268  0.351
C  -1.2113  0.2634  2.3923  0.355
O  -0.4445  1.1470  1.8308  -0.779
C  -1.6349  0.2497  3.6885  -0.414
C  -2.3140  -0.8936  4.2266  0.423
C  -2.7938  -1.9650  3.2529  0.412
O  -3.3987  -2.9427  3.6720  -0.512
O  -2.5828  -0.9323  5.4196  -0.509
O  -1.2235  -0.5911  0.2454  -0.788
H  -2.7727  -2.6309  1.2028  0.227
H  -1.2072  1.0124  4.3278  0.225
C  0.9618  3.0158  -1.2682  -0.462
C  1.9578  2.8492  -0.2627  0.366
C  2.9432  1.6682  -0.6266  0.569
O  2.3880  0.6254  -0.2080  -0.646
C  3.4032  1.6050  -2.0273  -0.546
C  2.4627  1.9439  -3.0119  0.370
C  1.0776  2.3634  -2.4936  0.509
O  0.0752  1.5397  -2.4720  -0.644
O  2.6606  1.7720  -4.2255  -0.628
O  1.2131  2.6106  0.7590  -0.709
H  0.0657  3.5774  -1.0724  0.267
H  4.3480  1.1700  -2.3062  0.260
C  -2.2878  5.8422  1.4805  -0.631
C  -1.9549  4.4410  1.0436  -0.082
O  -2.9289  3.9943  0.0713  -0.441
C  -2.7765  2.8634  -0.5400  0.761
O  -1.8449  2.1071  -0.3651  -0.611
C  -3.9932  2.4654  -1.4051  0.910
F  -4.9570  3.3759  -1.3337  -0.292
F  -3.6030  2.3608  -2.6848  -0.302
F  -4.4434  1.2862  -0.9976  -0.285
H  -2.5642  6.4610  0.6251  0.225
H  -1.4048  6.2597  1.9560  0.232
H  -3.1740  5.8725  2.1148  0.225
H  -1.8394  3.6799  1.8173  0.226
H  -0.9614  4.4458  0.5860  0.188
C  0.3822  -4.2691  3.8230  -0.628
C  0.8259  -2.9491  3.2142  -0.088
O  1.8733  -3.1995  2.2626  -0.459
C  2.0985  -2.2632  1.3673  0.743
O  1.3681  -1.3386  1.1301  -0.568
C  3.3896  -2.4945  0.5509  0.905
F  3.1284  -2.4348  -0.7533  -0.308
F  4.2376  -1.4906  0.8371  -0.311
F  3.9799  -3.6375  0.8429  -0.290
H  -0.3106  -4.0169  4.6272  0.237
H  1.2041  -4.8067  4.3024  0.212
H  -0.0576  -4.9459  3.0940  0.219
H  1.0969  -2.2814  4.0330  0.200
H  -0.0448  -2.5093  2.7305  0.207
C  2.3487  -1.6484  -5.3898  -0.635
C  1.8161  -1.1600  -4.0749  -0.095
O  1.0492  -2.2277  -3.4771  -0.439
C  0.4935  -2.0080  -2.3285  0.774
O  0.6104  -0.9971  -1.6760  -0.616
C  -0.3685  -3.1945  -1.8377  0.909
F  -0.2552  -4.2617  -2.6203  -0.294
F  0.0286  -3.5502  -0.6072  -0.309
F  -1.6353  -2.7989  -1.7951  -0.289
H  3.1053  -1.0196  -5.8534  0.245
H  1.5974  -1.9426  -6.1217  0.219
H  2.9170  -2.5752  -5.2193  0.212
H  1.2086  -0.2649  -4.1988  0.224
H  2.6366  -0.8982  -3.4057  0.207

Here is a structure of composition C24H19N3O4PdSTe from OMol25. Energies are from ωB97M-V/def2-TZVPD.

The frontier orbital gap is 6.20 eV. The LUMO energy comes out at -1.962 eV.

Each line ends with the natural charge from an NBO analysis.
Positions of all 53 atoms, in Å:
Pd  -0.8002  1.0345  1.0249  0.554
O  0.7441  0.2088  -0.3925  -0.614
C  1.6991  -0.0552  0.3393  0.446
C  1.6098  -0.3718  1.7492  -0.260
C  2.7223  -0.1139  2.5393  -0.106
C  2.6229  -0.1537  3.9070  -0.066
C  1.4071  -0.4638  4.5267  -0.120
C  0.3162  -0.7952  3.7729  -0.314
C  0.3615  -0.8104  2.3476  0.403
O  -0.6478  -1.1828  1.6427  -0.732
N  3.7831  0.1863  4.7224  0.536
O  3.6185  0.3155  5.9244  -0.392
O  4.8586  0.3228  4.1636  -0.393
H  2.7124  -0.0120  -0.0910  0.143
H  3.6592  0.1897  2.0880  0.245
H  1.3588  -0.4458  5.6064  0.247
H  -0.6240  -1.0700  4.2348  0.221
Te  -3.0091  0.9354  2.3486  0.932
C  -3.9071  2.5406  1.2373  -0.264
C  -3.5280  2.8040  -0.0703  -0.226
C  -4.1892  3.7837  -0.7958  -0.190
C  -5.2357  4.4947  -0.2236  -0.204
C  -5.6005  4.2437  1.0876  -0.225
C  -4.9355  3.2678  1.8202  -0.175
C  -4.1308  -0.4138  1.1583  -0.283
C  -3.7761  -0.6762  -0.1572  -0.157
C  -4.6336  -1.4119  -0.9601  -0.217
C  -5.8319  -1.8943  -0.4472  -0.194
C  -6.1592  -1.6639  0.8805  -0.201
C  -5.3094  -0.9190  1.6883  -0.239
H  -2.7386  2.2611  -0.5505  0.222
H  -3.8696  3.9935  -1.8099  0.217
H  -5.7535  5.2538  -0.7973  0.218
H  -6.4045  4.8042  1.5486  0.219
H  -5.2276  3.0764  2.8448  0.208
H  -2.8342  -0.3305  -0.5550  0.214
H  -4.3673  -1.6009  -1.9922  0.221
H  -6.5027  -2.4598  -1.0806  0.220
H  -7.0836  -2.0512  1.2925  0.221
H  -5.5689  -0.7295  2.7245  0.219
C  -1.9989  6.8743  -0.5584  -0.651
C  -0.7969  6.0419  -0.2177  0.264
C  0.4616  6.3817  -0.7007  -0.319
C  1.5114  5.5654  -0.3407  0.083
N  1.3543  4.5068  0.4546  -0.463
C  0.1117  4.2682  0.8902  0.254
S  -0.0223  2.9470  2.0639  -0.134
N  -0.9729  4.9822  0.5742  -0.476
H  -1.7531  7.9361  -0.4888  0.223
H  -2.8162  6.6453  0.1206  0.239
H  -2.3206  6.6741  -1.5827  0.226
H  0.6104  7.2577  -1.3183  0.222
H  2.5228  5.7501  -0.6902  0.198